Record 1
Here is a structure of composition C4H6N3 from OMol25. Energies are from ωB97M-V/def2-TZVPD.

Expectation value of S²: 2.0114
Charge: +1
Spin multiplicity: 3
HOMO (alpha / beta), eV: -12.094 / -15.581
Gap between HOMO and LUMO (alpha / beta), eV: 6.78 / 6.57
Energy above the lowest of the compared OMol25 structures with the same formula, charge and spin, kcal per mole: 76.1

Geometry as XYZ:
```
13
Properties=species:S:1:pos:R:3:forces:R:3:nbo_charge:R:1
C -0.829251 0.157106 -1.047341 1.9367 -0.0093 -0.6445 0.264
C 0.931137 -0.343331 0.299217 5.0859 -3.1351 -1.9242 0.176
C 0.663843 -0.456213 -1.109420 -2.9350 0.6871 -1.4426 -0.539
C -0.575488 0.580219 1.132380 0.2572 -3.2252 3.4652 0.268
N -1.324546 0.486963 0.067444 -2.7664 1.1084 -3.5132 -0.452
N 0.197809 -1.017047 1.176274 -1.9033 3.1013 2.4564 -0.386
N 0.793852 0.905466 0.873999 -1.4033 -0.0083 0.6221 -0.227
H -1.465072 0.251339 -1.881383 -0.6403 -0.3238 -1.2190 0.223
H 0.448470 -1.414099 -1.666423 1.0823 0.5993 1.0677 0.289
H 1.344457 0.184494 -1.619835 0.2696 0.3370 -1.1211 0.267
H -1.242956 0.771126 1.929344 0.6784 0.9154 1.9412 0.267
H -0.330445 -1.765865 0.821541 -0.8742 -1.9024 0.0095 0.400
H 1.388189 1.659840 1.024203 1.2125 1.8555 0.3025 0.450
```
Positions in Å, forces in eV/Å.


Record 2
Here is a structure of composition C10H23I2InN3O from OMol25. Energies are from ωB97M-V/def2-TZVPD.

Charge: -1
HOMO, eV: -4.722
Gap between HOMO and LUMO, eV: 7.27

Geometry as XYZ:
```
40
Properties=species:S:1:pos:R:3:forces:R:3:lowdin_charge:R:1
C -4.885648 1.375581 1.968786 -0.0201 -0.0097 0.0236 -0.163
O -3.913719 0.922550 1.069154 -0.1378 -0.0285 -0.1166 -0.332
C -3.250132 -0.279731 1.479095 0.1542 0.0925 0.0782 -0.321
In -1.983372 -0.987447 -0.203989 -0.2010 -0.2041 -0.0555 0.576
C -0.066498 -1.858956 0.524166 0.1601 0.0376 -0.0590 -0.303
C 0.767587 -1.036179 1.510441 -0.1363 -0.0295 -0.0681 -0.316
C 1.175549 0.355104 1.033662 0.1484 0.1131 0.0740 -0.196
C 2.442784 0.481800 0.165369 -0.1551 -0.1027 -0.0322 -0.195
N 3.630298 -0.325689 0.561980 0.2410 -0.1328 -0.0471 0.006
C 3.987187 -1.376997 -0.347631 0.0390 0.0649 -0.0608 -0.563
N 4.753296 -1.237349 -1.353760 -0.0521 -0.0244 -0.0344 0.118
N 3.492589 -2.643176 -0.029238 -0.3118 0.2923 0.2529 0.118
C -1.683472 0.811351 -1.530771 0.0597 -0.1595 0.0324 -0.896
I -3.378598 1.020153 -2.834922 -0.1871 0.1963 0.0111 0.632
C -0.303524 0.886792 -2.196015 0.0103 0.1680 0.0233 -0.929
C 0.364496 2.266416 -2.136659 -0.0114 0.0783 -0.0539 -0.188
I -0.195910 0.165896 -4.227311 0.2153 -0.2100 -0.1228 0.721
H -4.452464 2.010254 2.757836 0.0116 -0.0672 0.0031 0.077
H -5.401316 0.535399 2.454577 -0.0104 0.0439 -0.0491 0.076
H -5.621391 1.962544 1.411200 0.0497 0.0335 0.0504 0.079
H -2.711139 -0.083407 2.421475 0.0000 -0.0852 -0.0286 0.037
H -4.002381 -1.056492 1.690039 -0.0030 0.0893 0.0615 0.032
H -2.843195 -2.226311 -1.126234 0.0400 0.0053 0.0044 -0.084
H 0.525923 -2.177357 -0.345234 0.0268 0.0648 0.0394 0.014
H -0.374778 -2.785594 1.024868 0.0326 -0.0053 -0.0948 0.022
H 0.179630 -0.921763 2.427444 0.0109 0.0902 -0.0438 0.095
H 1.681837 -1.547168 1.822557 0.0993 -0.1204 0.1216 0.067
H 1.307949 1.013839 1.898600 0.0347 -0.0866 0.0273 0.106
H 0.343673 0.775673 0.455825 0.0747 0.0969 0.0719 0.081
H 2.766355 1.523543 0.231367 -0.0971 0.0064 -0.1310 0.110
H 2.214385 0.302806 -0.892665 0.0413 -0.1320 0.1246 0.095
H 4.428801 0.294579 0.584098 -0.0441 0.0409 0.0873 0.094
H 4.965831 -0.253238 -1.499189 -0.0291 0.0117 -0.0044 0.034
H 3.102279 -2.643399 0.899588 -0.2229 0.0381 0.0226 0.060
H 2.801243 -2.988076 -0.681536 0.2711 -0.1278 -0.1905 0.085
H -1.796010 1.713545 -0.927518 0.0042 -0.0720 0.0376 -0.017
H 0.340081 0.146240 -1.721637 -0.0594 0.0930 0.0318 -0.005
H -0.093574 2.854361 -1.336910 0.1055 -0.0428 0.0335 0.073
H 1.435671 2.183381 -1.935634 -0.0464 -0.0096 -0.0781 0.056
H 0.249679 2.826522 -3.065274 -0.1054 -0.0068 0.0582 0.045
```
Positions in Å, forces in eV/Å.


Record 3
Here is the molecule C6H12O from OMol25. Energies are from ωB97M-V/def2-TZVPD.

SMILES: CC1(O)CCCC1
HOMO, eV: -10.059
Gap between HOMO and LUMO, eV: 11.05
Energy above the lowest of the compared OMol25 structures with the same formula, charge and spin, kcal per mole: 8.4

Geometry as XYZ:
```
19
Properties=species:S:1:pos:R:3:forces:R:3:nbo_charge:R:1
C 1.874055 -0.889068 -0.528639 0.0193 0.0442 -0.1182 -0.623
C 0.676226 -0.202698 0.117550 -0.1650 -0.1324 -0.2924 0.253
O 1.008507 -0.062880 1.511007 -0.0718 -0.0299 0.1104 -0.732
C 0.143094 1.172567 -0.326669 0.0778 0.0307 -0.0363 -0.431
C -1.188798 1.185285 0.446069 -0.0296 0.1178 -0.0203 -0.406
C -1.818527 -0.123433 -0.030233 -0.0483 -0.0013 0.0237 -0.403
C -0.596760 -1.071168 -0.117656 0.0310 -0.0806 0.0345 -0.426
H 2.800083 -0.306574 -0.481574 -0.2011 0.0815 -0.0059 0.207
H 1.680671 -1.185016 -1.563146 0.0651 0.1336 0.0442 0.205
H 2.037245 -1.797624 0.064155 0.0451 0.1016 -0.2171 0.222
H 1.441378 0.803523 1.578584 -0.0995 -0.4385 0.1736 0.463
H 0.812456 2.011654 -0.094823 -0.0060 -0.1903 0.0327 0.201
H -0.047832 1.186841 -1.407814 0.0493 0.0167 0.1200 0.206
H -0.961343 1.073669 1.510770 -0.1052 0.2794 -0.1478 0.218
H -1.806348 2.075182 0.311617 0.0490 -0.0760 -0.1665 0.208
H -2.261284 0.031487 -1.023411 0.0716 -0.1190 0.1643 0.195
H -2.613458 -0.497476 0.621901 0.1710 0.0773 -0.0247 0.212
H -0.521549 -1.468994 -1.137241 0.0459 -0.0181 0.2321 0.207
H -0.657822 -1.935271 0.549550 0.1014 0.2033 0.0940 0.222
```
Positions in Å, forces in eV/Å.